Entry from the OMol25 dataset: the molecule C3H3BrS (ωB97M-V with the def2-TZVPD basis set).

Structure (ORCA input):
```
! RIJCOSX wB97M-V def2-TZVPD def2/J DEFGRID3
* xyz 0 1
C 0.12 0.40 0.61
C 2.47 -1.27 0.46
C -0.95 0.85 0.00
S 1.00 -1.05 0.01
Br -0.41 -1.83 -2.06
H 0.59 0.80 1.50
H -1.47 1.72 0.37
H -1.35 0.38 -0.88
*
```

Computed properties:
Relative energy (zero: lowest compared OMol25 entry of this formula, charge and spin) (eV): 3.8764
HOMO (spin up / spin down) (Eh): -0.340 / -0.351
HOMO-LUMO gap (spin up / spin down) (eV): 6.9 / 7.9
E_LUMO (spin up / spin down) (Eh): -0.088 / -0.062

Charges obtained by Löwdin population analysis, quoted in units of e: -0.40, -0.30, -0.05, 0.58, 0.02, 0.08, 0.08, -0.01

***

Entry from the OMol25 dataset: the molecule C3H8N4O2 at a distorted geometry (ωB97M-V with the def2-TZVPD basis set).

Structure (ORCA input):
```
! RIJCOSX wB97M-V def2-TZVPD def2/J DEFGRID3
* xyz 0 1
H 1.02 -2.45 -0.54
N 0.25 -1.95 -0.98
C 0.12 -0.74 -0.64
C -0.99 0.10 -1.21
C -1.48 1.16 -0.24
O -1.74 2.29 -0.53
O -1.98 0.61 1.01
N 0.95 -0.04 0.22
N 0.52 1.21 0.66
N 1.99 -0.64 0.95
H -0.62 0.61 -2.10
H -1.81 -0.56 -1.51
H -1.95 -0.36 1.02
H 0.14 1.16 1.62
H 1.19 1.95 0.44
H 1.66 -1.43 1.50
H 2.73 -0.95 0.32
*
```

Computed properties:
Relative energy (zero: lowest compared OMol25 entry of this formula, charge and spin) (eV): 2.3363
SMILES: [H]/N=C(/CC(=O)O)N(N)N
HOMO (Eh): -0.355
HOMO-LUMO gap (eV): 10.1
E_LUMO (Eh): 0.017

These are the Löwdin partial charges, in e, on atoms 1 to 8: 0.03, 0.13, -0.43, -0.03, -0.53, 0.09, 0.01, -0.22

***

Entry from the OMol25 dataset: the molecule CH7NO2SSi at a distorted geometry (ωB97M-V with the def2-TZVPD basis set).

Structure (ORCA input):
```
! RIJCOSX wB97M-V def2-TZVPD def2/J DEFGRID3
* xyz 0 1
C -0.38 0.85 1.66
S -0.45 -0.77 0.67
O -1.89 -0.88 0.04
O -0.14 -2.01 1.54
Si 1.04 -0.51 -0.93
N 0.14 0.39 -2.25
H 0.71 0.89 2.11
H -0.49 1.72 0.84
H -1.22 0.92 2.48
H 1.56 -1.81 -1.39
H 2.12 0.38 -0.44
H -0.41 1.12 -1.73
H -0.61 -0.28 -2.59
*
```

Computed properties:
Relative energy (zero: lowest compared OMol25 entry of this formula, charge and spin) (eV): 1.7422
SMILES: CS(=O)(=O)[SiH2]N
HOMO (Eh): -0.369
HOMO-LUMO gap (eV): 10.3
E_LUMO (Eh): 0.009

These are the Löwdin partial charges, in e, on atoms 1 to 8: -0.21, 0.54, -0.47, -0.46, 0.55, -0.18, 0.08, 0.08

***

Entry from the OMol25 dataset: a structure of composition H10Na7O13S2 at a distorted geometry (ωB97M-V with the def2-TZVPD basis set).

Structure (ORCA input):
```
! RIJCOSX wB97M-V def2-TZVPD def2/J DEFGRID3
* xyz 2 2
Na 1.60 -0.37 -3.40
Na -3.28 -1.02 1.31
Na 1.18 -2.77 -1.10
Na 2.14 3.49 0.99
Na -1.38 2.02 1.20
Na 1.61 0.46 2.72
Na -1.90 -0.45 -2.51
S -3.85 2.04 -0.68
O -3.21 3.36 -0.52
O -3.32 1.32 -1.84
O -3.77 1.29 0.57
O -5.22 2.31 -1.06
S 0.17 -0.09 -0.03
O 0.47 -0.29 -1.45
O -1.25 -0.03 0.21
O 0.76 -1.11 0.73
O 0.76 1.20 0.33
O 3.38 -0.88 1.43
H 2.59 -1.38 1.22
H 3.80 -0.72 0.58
O -1.13 -2.41 2.13
H -1.00 -1.88 2.92
H -0.56 -2.01 1.47
O 1.31 -4.09 0.88
H 0.48 -3.74 1.20
H 1.19 -5.04 0.90
O -0.08 2.86 -1.58
H 0.07 2.51 -2.45
H 0.31 2.22 -0.99
O 2.88 1.42 -1.03
H 3.20 0.64 -1.49
H 2.04 1.15 -0.66
*
```

Computed properties:
<S²>: 0.751
HOMO (spin up / spin down) (Eh): -0.400 / -0.399
HOMO-LUMO gap (spin up / spin down) (eV): 2.7 / 2.5
E_LUMO (spin up / spin down) (Eh): -0.302 / -0.307

These are the Löwdin partial charges, in e, on atoms 1 to 8: 0.63, 0.70, 0.55, 0.81, 0.57, 0.71, 0.62, 0.17

***

Entry from the OMol25 dataset: a structure of composition C13H24IN2O13PS2V at a distorted geometry (ωB97M-V with the def2-TZVPD basis set).

Structure (ORCA input):
```
! RIJCOSX wB97M-V def2-TZVPD def2/J DEFGRID3
* xyz -2 2
V 1.17 -0.24 0.19
O -2.38 -2.16 -0.15
C -2.88 -1.54 -1.32
C -3.71 -0.30 -0.98
C -2.94 0.89 -0.36
C -2.15 1.73 -1.32
C -2.30 3.12 -1.39
C -1.47 3.84 -2.23
C -0.52 3.18 -3.00
C -0.47 1.79 -2.89
N -1.25 1.09 -2.08
H -1.41 -2.22 -0.24
H -3.53 -2.25 -1.84
H -2.05 -1.28 -1.98
H -4.47 -0.61 -0.26
H -4.23 0.03 -1.89
H -2.25 0.51 0.39
H -3.66 1.54 0.16
H -3.03 3.61 -0.76
H -1.54 4.92 -2.28
H 0.18 3.68 -3.64
H 0.26 1.23 -3.47
O 1.07 3.07 2.04
S 1.01 1.63 2.09
O 0.72 1.06 3.38
O 2.23 0.96 1.47
O -0.02 1.11 1.05
O 2.42 -2.06 -2.39
S 1.75 -2.41 -1.18
O 1.56 -3.82 -0.93
O 0.41 -1.64 -1.03
O 2.43 -1.72 0.04
N 2.45 2.94 -0.89
C 2.62 1.71 -1.51
O 1.70 0.80 -1.23
C 3.58 1.46 -2.44
I 2.79 3.22 -5.12
H 1.91 2.95 -0.04
H 3.24 3.55 -0.91
H 3.58 0.49 -2.92
H 4.45 2.09 -2.53
C 2.76 -1.45 3.51
O 1.61 -2.27 3.26
P 0.48 -1.80 2.24
O 0.12 -3.16 1.48
C 0.00 -4.43 2.09
O -0.75 -1.63 3.27
C -1.92 -0.92 2.85
H 3.50 -2.10 3.98
H 2.50 -0.63 4.18
H 3.16 -1.04 2.59
H 0.15 -5.17 1.30
H -0.99 -4.55 2.53
H 0.76 -4.57 2.86
H -2.62 -0.96 3.68
H -2.36 -1.38 1.97
H -1.67 0.12 2.64
*
```

Computed properties:
<S²>: 0.808
Relative energy (zero: lowest compared OMol25 entry of this formula, charge and spin) (eV): 0.4781
HOMO (spin up / spin down) (Eh): -0.047 / -0.042
HOMO-LUMO gap (spin up / spin down) (eV): 4.9 / 4.5
E_LUMO (spin up / spin down) (Eh): 0.131 / 0.126

These are the Löwdin partial charges, in e, on atoms 1 to 8: 1.02, -0.09, -0.27, -0.17, -0.14, -0.30, -0.04, -0.08

***

Entry from the OMol25 dataset: a cluster of 2 separate species, C4H13N3O2 in total (ωB97M-V with the def2-TZVPD basis set).

Structure (ORCA input):
```
! RIJCOSX wB97M-V def2-TZVPD def2/J DEFGRID3
* xyz 0 1
C -1.27 -1.12 1.35
C -1.60 0.28 1.74
O -2.89 0.45 2.14
N -0.72 1.18 1.70
N -1.03 2.51 2.02
H -1.36 -1.23 0.27
H -0.24 -1.35 1.63
H -1.96 -1.80 1.84
H -3.11 1.39 2.16
H -1.56 2.60 2.88
H -0.16 3.01 2.10
C 2.27 -0.98 -2.76
C 1.26 -1.36 -1.69
O 0.31 -0.35 -1.44
N 0.94 0.80 -0.84
H 2.96 -1.81 -2.92
H 2.82 -0.11 -2.44
H 1.76 -0.76 -3.70
H 0.65 -2.22 -2.00
H 1.78 -1.61 -0.75
H 0.62 1.59 -1.39
H 0.53 0.88 0.10
*
```

Computed properties:
Relative energy (zero: lowest compared OMol25 entry of this formula, charge and spin) (eV): 3.2236
SMILES: C/C(O)=N/N.CCON
HOMO (Eh): -0.326
HOMO-LUMO gap (eV): 9.5
E_LUMO (Eh): 0.025

These are the Löwdin partial charges, in e, on atoms 1 to 8: -0.01, -0.47, 0.07, -0.03, 0.00, 0.08, 0.09, 0.08

***

Entry from the OMol25 dataset: the molecule C11H21N5O5 at a distorted geometry (ωB97M-V with the def2-TZVPD basis set).

Structure (ORCA input):
```
! RIJCOSX wB97M-V def2-TZVPD def2/J DEFGRID3
* xyz 0 1
H -1.87 4.13 -0.53
N -1.57 3.24 -0.95
C -2.07 2.22 -0.35
N -2.74 2.21 0.94
N -1.79 0.93 -0.90
C -2.92 -0.04 -0.97
C -2.40 -1.52 -1.29
C -1.20 -2.03 -0.56
C 0.13 -1.40 -0.96
N 0.52 -1.66 -2.36
C 1.28 -1.94 -0.13
O 2.11 -2.79 -0.61
N 1.35 -1.69 1.17
C 1.32 -0.51 1.94
C 1.74 0.73 1.07
C 3.10 0.61 0.44
C 3.41 1.69 -0.49
O 4.30 2.50 -0.46
O 2.46 1.76 -1.55
C -0.02 -0.08 2.59
O -0.44 1.03 2.42
O -0.54 -1.13 3.26
H -2.65 3.10 1.41
H -2.33 1.43 1.46
H -1.36 1.11 -1.80
H -3.40 -0.01 0.01
H -3.59 0.22 -1.79
H -3.24 -2.16 -1.03
H -2.18 -1.51 -2.33
H -1.07 -3.08 -0.93
H -1.29 -1.96 0.55
H 0.03 -0.29 -0.85
H 0.34 -2.65 -2.59
H 1.54 -1.69 -2.34
H 1.97 -2.42 1.61
H 1.97 -0.44 2.80
H 1.71 1.64 1.69
H 1.06 0.84 0.23
H 3.98 0.44 1.01
H 3.05 -0.24 -0.33
H 2.73 2.45 -2.14
H -1.42 -1.03 3.64
*
```

Computed properties:
Relative energy (zero: lowest compared OMol25 entry of this formula, charge and spin) (eV): 2.4143
SMILES: [H]/N=C(\N)NCCC[C@H](N)C(=O)N[C@@H](CCC(=O)O)C(=O)O
HOMO (Eh): -0.323
HOMO-LUMO gap (eV): 8.9
E_LUMO (Eh): 0.005

These are the Löwdin partial charges, in e, on atoms 1 to 8: 0.04, 0.10, -0.51, 0.10, 0.00, -0.16, -0.17, -0.15

***

Entry from the OMol25 dataset: the molecule C3H4N2 at a distorted geometry (ωB97M-V with the def2-TZVPD basis set).

Structure (ORCA input):
```
! RIJCOSX wB97M-V def2-TZVPD def2/J DEFGRID3
* xyz 0 1
N 1.19 -0.43 -1.55
C 1.12 0.09 -0.44
C 0.09 0.76 0.25
C -0.95 -0.29 0.10
N -0.73 0.27 1.38
H 0.00 1.81 -0.02
H 0.16 -0.52 -1.80
H -0.62 -1.34 0.05
H -0.26 -0.35 2.03
*
```

Computed properties:
Relative energy (zero: lowest compared OMol25 entry of this formula, charge and spin) (eV): 6.4290
HOMO (spin up / spin down) (Eh): -0.322 / -0.300
HOMO-LUMO gap (spin up / spin down) (eV): 8.4 / 7.6
E_LUMO (spin up / spin down) (Eh): -0.012 / -0.020

These are the Löwdin partial charges, in e, on atoms 1 to 8: 0.10, -0.15, -0.31, -0.07, 0.03, 0.14, 0.07, 0.09